47
Properties=species:S:1:pos:R:3:forces:R:3:mulliken_charge:R:1 method="wB97M-V/def2-TZVPD" charge=+1 gap_ha="0.3260 / 0.2708" lumo_energy_ev="-3.2 / -4.7" spin_multiplicity=4
H -3.358268 0.365015 2.404513 0.2 -0.4 0.1 0.40
C 1.267239 3.246309 -0.415054 0.2 0.2 -0.2 -1.20
H 0.216139 3.347765 -0.720567 0.4 0.0 0.0 0.30
O -1.467174 2.065294 -1.183127 -0.7 -0.2 1.5 -0.72
C 1.186445 -0.661746 -1.912568 0.3 0.0 0.1 0.54
H -2.179359 2.729418 -1.197789 0.4 -0.4 0.1 0.15
C -3.490047 -0.151656 -0.559519 0.0 -0.1 0.1 -1.23
H -1.110690 -2.628565 1.009601 0.0 0.0 -0.3 0.44
H 0.900985 1.310832 -2.475354 -0.4 0.0 -0.4 -0.22
H -0.006378 2.377361 -3.797738 -0.6 0.0 0.3 0.25
H 1.410771 3.676854 0.581254 0.0 0.1 -0.2 0.43
O 1.115597 -0.429961 2.267057 -1.0 0.2 0.1 -0.66
H 2.630130 0.886602 -2.431426 0.0 -0.1 0.1 0.73
H -4.065883 -1.072849 -0.702079 -0.1 0.3 0.0 0.46
H -1.957039 -0.606142 2.988529 -0.5 0.0 -0.2 0.26
H -4.108160 0.631485 -0.106412 0.1 -0.1 -0.2 0.42
H -2.361242 -2.727137 -0.262825 0.2 -0.1 0.0 0.60
C 0.695871 -0.188905 3.464885 -0.2 0.1 1.6 0.24
Cl 3.288675 -0.472458 4.337535 -0.3 -0.2 0.1 -0.14
C 1.453113 -1.586424 -2.926250 -0.2 0.0 0.3 -0.94
C -1.483434 -2.171467 0.076839 -0.1 0.2 0.9 -1.18
P -2.143962 -0.514111 0.581395 -0.4 0.4 -0.7 0.87
H 1.951642 3.715285 -1.130997 -0.2 0.1 0.2 0.40
Cl 1.072862 -0.518472 6.203400 0.0 0.0 0.0 -0.09
H 2.198527 -1.331972 -3.676132 -0.3 -0.1 0.0 0.52
H 3.061979 1.879146 1.539915 0.2 -0.2 -0.2 0.38
C 1.673376 0.740502 -1.921923 1.6 -0.4 1.0 -0.88
C 0.760418 -2.792332 -2.923448 0.4 0.4 0.0 -0.47
C -0.418699 -2.071366 -0.973009 0.5 -0.5 -0.5 0.59
H -0.805918 -3.936420 -1.924411 0.2 0.2 -0.2 0.50
H -1.359256 0.854468 0.102520 -0.8 0.2 -0.3 0.56
O -0.270097 0.483325 3.828870 1.2 -0.9 -1.1 -0.65
H -3.439463 -1.449398 2.318893 0.1 0.3 0.2 0.43
C 3.164764 1.295271 0.613312 0.4 0.0 0.2 -1.17
Co 0.144086 0.190377 0.709899 0.7 -0.9 1.1 -0.06
C -2.786551 -0.565111 2.260245 0.2 0.0 -0.1 -1.06
H 4.021206 1.663050 0.032744 -0.2 -0.1 0.2 0.44
N 0.344505 -0.970996 -0.906466 -0.5 -0.2 -0.7 0.37
H -0.918281 1.964503 -2.327092 0.1 0.1 -0.7 0.37
P 1.612886 1.490152 -0.268382 0.4 1.0 -0.5 1.11
C -0.200062 -3.032283 -1.948237 -0.7 0.1 0.5 -0.93
Cl 1.359005 -2.700205 4.313232 0.1 0.4 0.1 -0.15
H 3.306619 0.242881 0.893248 0.0 0.3 -0.1 0.35
O -0.379445 1.676546 -3.243727 -0.1 0.2 -1.0 -0.81
H -3.062485 0.218427 -1.498872 -0.1 -0.1 0.2 0.35
H 0.950518 -3.529117 -3.692224 0.0 0.0 0.0 0.44
C 1.584537 -0.941773 4.597743 -0.4 0.4 -1.3 0.62

***

43
Properties=species:S:1:pos:R:3:forces:R:3:mulliken_charge:R:1 method="wB97M-V/def2-TZVPD" charge=+1 gap_ha=0.2242 lumo_energy_ev=-4.8
H 3.017218 1.600113 -1.494214 0.0 0.0 0.0 0.31
H 4.226396 -1.815819 0.279768 0.0 0.0 0.0 0.26
H -2.022297 0.995888 -0.946173 0.2 0.1 0.2 0.57
C 5.118877 1.459233 -1.838813 0.2 0.2 0.2 -0.70
I -7.596234 1.469179 2.678566 0.4 0.1 -0.3 0.24
H 5.137557 -0.335675 0.622450 0.0 0.0 0.0 0.42
H 7.443618 -0.680207 -0.996382 0.0 0.1 0.0 0.25
H 5.006773 1.026415 -2.837639 -0.1 0.0 0.0 0.36
C 4.151895 -0.733399 0.376859 -0.1 -0.1 0.0 -0.84
C -4.228677 -0.678572 1.053540 -0.4 -0.7 0.3 0.57
H -5.951589 -1.126771 2.217166 -0.2 0.1 0.1 0.42
H -3.483518 2.350110 -0.132205 -0.3 0.2 0.0 0.47
H 0.287004 0.933087 -0.665982 0.0 0.0 0.0 0.30
C -5.410954 -0.347421 1.699817 0.8 -1.3 -0.1 -0.17
C -2.247852 -1.085347 -1.407301 0.4 0.8 -0.4 -1.45
C 6.739514 -0.265305 -1.715965 0.1 0.1 0.0 -0.70
H 3.982178 1.654599 -0.010722 0.1 0.0 0.0 0.36
C 0.297401 0.328755 0.237740 -0.2 -0.8 0.8 -1.11
H 3.453887 -0.500963 1.190068 0.1 0.0 0.1 0.32
H -1.318327 -1.645850 -1.325304 -0.2 -0.3 0.0 0.35
Cl -5.287081 -3.530294 0.686486 0.1 0.6 0.5 -0.22
C -2.201541 0.077788 -0.383543 -0.4 -0.6 0.4 0.32
C -1.102736 -0.108730 0.706797 -0.7 0.7 -0.6 -0.80
C -5.844773 0.929663 1.665395 -1.8 0.7 1.0 -0.39
H -3.120055 -1.725551 -1.327506 0.1 -0.2 0.1 0.36
C 3.893766 1.177369 -0.991573 -0.2 -0.2 -0.3 -0.30
O 3.660818 -0.219345 -0.850919 0.1 0.1 0.2 -0.36
C -4.017337 1.554978 0.369087 0.2 1.0 -0.3 -0.31
H 0.756256 0.878752 1.058026 0.2 0.1 -0.2 0.39
H -2.262508 -0.675569 -2.419128 -0.1 0.0 0.0 0.34
P -3.595381 -2.457590 1.170338 1.2 -0.6 -0.8 0.52
H 7.250574 -0.136688 -2.675238 0.0 -0.1 0.0 0.32
O -3.433954 -2.684956 2.780219 -0.8 0.4 -0.1 -0.48
H 5.220869 2.542957 -1.952238 0.0 0.0 0.0 0.39
C -3.512778 0.296859 0.355125 0.6 -0.9 -0.6 -0.60
H -5.490493 2.808536 1.026528 0.1 0.0 -0.1 0.28
N -5.150623 1.852400 1.013426 0.1 0.6 -0.1 -0.02
H 0.898267 -0.565600 0.078264 0.2 0.2 -0.3 0.30
H -1.155211 -1.153114 1.025823 0.3 0.0 0.0 0.35
H -2.894056 -1.991131 3.184475 0.0 -0.1 0.1 0.36
H -1.432245 0.498845 1.556233 0.3 0.0 0.1 0.40
O 6.306707 0.993485 -1.222489 -0.2 -0.2 0.0 -0.38
H 5.910645 -0.965115 -1.838859 0.0 0.0 0.0 0.29

***

40
Properties=species:S:1:pos:R:3:forces:R:3:mulliken_charge:R:1 method="wB97M-V/def2-TZVPD" de_lowest_kj_mol=0.0 charge=0 gap_ha="0.2438 / 0.2971" lumo_energy_ev="0.5 / 0.3" spin_multiplicity=3
H -2.318068 -1.455740 -2.216055 0.3 0.2 -0.1 0.34
H 3.694939 -0.506774 2.939668 0.1 -0.2 -0.1 0.40
H 0.621881 4.207166 -2.203650 0.0 -0.1 0.1 0.37
H -0.582348 -2.432348 1.316113 0.8 -1.5 -0.1 -0.11
H -3.145007 -2.577288 -0.978605 -0.3 0.1 0.4 0.33
H 3.318228 0.629764 -0.566792 -0.1 0.1 0.3 0.46
H -1.678637 0.174569 -1.969179 0.3 -0.2 0.1 0.45
H 3.144476 1.488978 0.999514 -0.1 -0.1 -0.3 0.44
H 1.337216 -0.056109 2.168228 0.1 0.0 0.4 -0.03
C 0.077971 1.088889 0.092222 0.2 -0.7 -0.1 0.58
H -3.385523 -2.281150 0.783190 0.5 0.1 -0.2 0.33
H -3.824955 -0.138976 -0.356554 -0.1 0.1 0.3 0.49
H -1.652184 3.591341 -1.497806 0.2 -0.2 0.1 0.37
H 2.582200 2.912226 -1.370749 -0.2 0.0 -0.1 0.40
H 1.495997 -2.785565 0.079503 0.2 0.3 0.0 0.37
C 1.566654 2.624742 -1.094759 -0.1 0.1 0.2 -0.80
H -0.586025 -1.225559 -1.870869 -0.1 0.0 0.2 0.16
H -2.853419 2.159689 0.625409 0.1 -0.1 -0.1 0.43
C -2.455744 1.496464 -0.156857 -0.9 0.1 0.0 -1.13
C 1.371539 1.534970 -0.243296 -0.5 0.8 -0.8 1.30
N -1.939117 -1.006902 -0.207759 -1.6 -0.6 -0.5 0.49
P 2.201277 -0.690919 1.113550 -1.6 0.8 -0.9 1.11
C -1.015193 1.823476 -0.392047 1.0 1.0 -0.1 0.61
C 2.102587 -1.922965 -0.229285 0.8 -0.9 -0.7 -1.44
C 2.618785 0.868278 0.252772 0.4 -0.7 0.6 -1.24
C 0.472413 3.356944 -1.543368 0.1 0.0 0.1 -0.68
H 4.554753 -1.135733 1.500936 -0.3 0.0 0.0 0.39
C -1.593023 -0.861884 -1.642622 -0.3 -0.2 -0.3 -1.02
C -0.805922 2.992370 -1.147408 0.1 -0.2 -0.2 -1.14
C -2.644766 -2.328461 -0.029854 -0.1 -0.2 -0.5 -1.02
H -2.972596 1.782929 -1.083911 -0.1 0.0 0.3 0.43
H -3.103254 -0.044628 1.276755 0.1 0.0 -0.4 0.52
H 3.452203 -2.207427 2.429284 0.2 0.2 0.1 0.36
C -2.904860 0.075434 0.201567 0.2 -0.4 -0.4 -1.06
H -1.922686 -3.127277 0.175530 -0.3 0.4 0.0 0.31
Cl -1.265266 -0.280235 3.178312 -0.4 0.3 0.9 -0.51
H 1.692761 -1.505810 -1.161257 0.1 0.1 0.4 0.31
H 3.134101 -2.260014 -0.429073 -0.2 -0.1 -0.2 0.47
Ti -0.416758 -0.794101 1.177854 1.7 1.9 1.4 -0.90
C 3.625370 -1.182370 2.081367 0.1 -0.2 0.4 -1.14

***

42
Properties=species:S:1:pos:R:3:forces:R:3:mulliken_charge:R:1 method="wB97M-V/def2-TZVPD" de_lowest_kj_mol=0.0 charge=+2 gap_ha="0.3115 / 0.1727" lumo_energy_ev="-5.9 / -10.9" spin_multiplicity=5
H 1.286606 1.598006 3.303921 -0.2 -0.2 0.2 0.38
H 1.214531 2.112446 -3.772839 0.0 0.2 0.3 0.41
H -2.441940 0.099489 -3.706734 0.1 -0.1 0.2 0.51
C -2.892788 0.562275 0.755922 -2.1 0.1 1.4 0.83
C -2.634259 0.087514 -1.587840 -1.7 -0.4 -1.3 -0.13
H 0.371107 0.075470 3.548473 0.0 0.3 -0.1 0.39
O -0.257162 -1.838675 1.293851 0.4 -1.6 -1.8 -0.32
C -0.846742 3.216104 1.644633 0.3 0.4 -0.3 -1.16
H 0.287173 0.174104 -2.353594 0.0 -0.1 -0.5 0.50
H -0.951559 3.677174 2.634771 0.0 -0.1 -0.2 0.44
H -1.596209 3.681226 -3.093069 -0.1 -0.2 0.3 0.37
H -4.438914 -0.301711 -2.672758 -0.1 0.1 0.3 0.49
C -0.508634 0.653028 -2.954477 0.2 -0.9 0.6 -0.80
H 0.172030 1.754750 -0.490401 1.4 0.3 0.1 -0.16
H -4.898995 0.650288 1.515004 -0.1 -0.1 -0.2 0.55
Pd -0.059589 0.164574 -0.023497 -0.1 -0.3 0.6 -1.27
H 0.018454 3.658256 1.140201 -0.1 0.2 0.1 0.40
H -0.256963 1.619397 4.219812 0.2 -0.1 -0.2 0.45
P -0.580629 1.447235 1.825993 -1.3 -0.6 2.7 0.77
N 0.012177 -2.564660 0.308486 0.0 2.9 -0.3 0.45
C -2.065644 0.367376 -0.349170 0.7 -0.4 0.0 1.73
H -1.527506 -1.179436 -2.909575 -0.1 0.2 0.0 0.47
H -2.155521 -0.133436 2.690546 -0.2 0.2 -0.3 0.48
H -0.158603 0.584280 -4.003073 -0.1 0.3 0.4 0.54
O 0.245949 -1.937848 -0.780802 -0.5 -1.6 1.8 -0.38
H -5.938133 0.153500 -0.717723 0.2 0.0 0.0 0.44
C 0.285004 1.157069 3.381782 0.2 0.2 0.1 -1.19
N -0.464055 2.034692 -2.491921 -0.7 0.9 -3.2 0.28
C -1.818341 -0.120712 -2.829201 0.1 0.2 -0.4 -1.09
C -2.273904 0.795092 2.106157 0.4 0.2 0.2 -1.23
C -4.029148 -0.032268 -1.698365 1.2 -0.2 -0.8 -0.80
H 0.227412 3.604866 -3.725668 0.2 -0.3 0.3 0.38
C 0.640004 2.780196 -3.123691 0.7 0.2 0.2 -0.86
H 1.316392 3.213611 -2.372659 -0.2 -0.1 -0.1 0.32
C -1.682912 2.842500 -2.391569 -0.2 0.3 0.5 -0.72
H -2.585400 2.273481 -2.610955 0.2 -0.1 0.1 0.37
H -1.744959 3.424926 1.051173 0.1 -0.1 0.1 0.33
H -1.775582 3.269353 -1.379465 0.1 -0.1 -0.2 0.18
H -2.838725 1.508532 2.723770 0.0 -0.2 -0.2 0.65
C -4.291286 0.489610 0.630978 1.4 0.2 0.5 -0.76
H 0.841667 1.569053 0.199201 -0.2 0.6 -1.4 0.54
C -4.857264 0.200352 -0.612150 -0.3 0.0 0.3 -0.78

***

42
Properties=species:S:1:pos:R:3:forces:R:3:mulliken_charge:R:1 method="wB97M-V/def2-TZVPD" charge=+3 gap_ha="0.3296 / 0.1604" lumo_energy_ev="-11.4 / -15.5" spin_multiplicity=5
C 0.267411 -0.994757 -2.746271 -1.2 0.0 2.4 0.72
C -0.516284 2.443375 -1.804571 0.8 -0.6 0.8 -1.02
C 0.088206 1.443627 -4.051138 0.0 -0.2 -2.0 -0.90
H 0.601411 0.337413 -5.861522 -0.3 0.1 0.2 0.51
O 0.128784 -0.421296 3.184969 0.0 1.3 -5.4 -0.11
H -1.093053 -2.991420 1.524229 -0.1 -0.5 -0.5 0.42
H 2.398464 0.905678 1.011407 -0.6 -0.5 -0.4 0.42
O -2.347763 -0.120927 -0.389611 3.9 -0.3 1.3 -0.54
H 1.630212 -4.282314 -0.300909 -0.3 0.4 0.0 0.52
H -0.579062 -4.311559 0.354291 -0.4 0.8 0.1 0.43
C 1.849133 -3.267770 0.057977 1.1 0.9 0.5 -1.38
H 0.044618 -3.189814 -2.432395 0.6 -0.2 -0.3 0.68
C -0.934251 2.860863 0.581910 -0.6 -0.1 0.3 -1.13
H -1.919495 2.418175 0.481653 -0.2 0.1 -0.2 0.46
H 1.931969 2.606458 -1.123199 0.1 0.0 0.2 0.42
H 2.742756 0.137102 -0.542529 -1.1 0.0 0.3 0.36
H 1.072086 4.093658 -0.648848 -0.1 -0.6 0.3 0.37
H -1.104544 -2.100782 -1.814995 -1.1 0.2 0.1 0.37
C 0.091897 -0.189869 2.039624 -0.1 -1.7 8.8 0.24
H 0.765339 -1.857115 -4.506899 -0.1 -0.2 -1.1 0.54
C 1.251172 3.029838 -0.379477 0.6 0.0 0.2 -1.44
C 2.080703 0.045180 0.364517 1.8 -0.2 0.5 -1.17
C 0.389364 0.309271 -4.792937 0.0 -0.5 -0.1 -0.62
H 2.547967 -0.836340 0.889022 -0.6 0.8 -0.3 0.50
H 1.676952 2.988963 0.619169 0.2 0.1 -0.1 0.42
H -0.215835 3.424010 -2.187857 -0.2 -0.1 0.0 0.47
C 0.000451 1.332518 -2.673267 -1.1 -0.7 2.3 0.69
H -1.805698 -3.012068 -0.145209 0.3 -0.3 0.7 0.42
P 0.459849 -2.151662 -0.131746 -1.6 -4.9 -2.0 1.04
H 2.016242 -3.302258 1.151588 0.3 -0.2 -0.4 0.46
H -2.618390 0.113661 -1.271276 -0.5 0.2 -0.6 0.23
H 2.722573 -2.859795 -0.464359 0.1 -0.3 0.3 0.45
H -0.158274 2.414063 -4.462478 0.4 0.0 -0.5 0.57
N -0.010313 2.249483 -0.386472 -0.1 0.2 -1.3 0.53
C 0.426735 -0.921354 -4.111668 1.3 0.4 -2.2 -0.72
H -0.627643 2.678830 1.607903 0.4 0.0 0.1 0.39
N 0.123797 0.140763 -2.064145 0.3 0.4 1.5 0.80
Tc -0.062999 -0.015896 0.148355 -2.2 4.5 -3.5 0.29
C -0.910922 -3.253923 0.463163 0.0 0.6 0.3 -1.15
H -1.603947 2.392901 -1.786404 -0.3 -0.1 -0.2 0.42
H -0.941461 3.932348 0.430312 -0.3 0.3 0.0 0.40
C -0.049257 -2.222060 -1.965609 1.0 1.0 0.0 -1.37